Record 1
{
  "formula": "C2H4N4O",
  "method": "ωB97M-V/def2-TZVPD",
  "species": ["N", "C", "N", "N", "N", "C", "O", "H", "H", "H", "H"],
  "positions_angstrom": [[-1.5294, 0.1662, 0.8099], [-0.4262, 0.3809, 0.0030], [0.1288, 1.5144, -0.3210], [1.3070, 1.3855, -0.9147], [1.5524, 0.0245, -0.7896], [0.5164, -0.6211, -0.2471], [0.3528, -1.9036, -0.0405], [-2.2978, 0.8385, 0.4792], [-1.3607, 0.4660, 1.8774], [2.2951, -0.3093, -1.2953], [-0.5385, -1.9420, 0.4388]],
  "forces_ev_per_a": [[-2.4956, 2.1547, 2.4946], [2.3290, -1.6678, 0.8939], [1.2531, 3.1336, -1.6466], [-1.9791, -1.4740, 1.7025], [-1.6018, 0.9828, 0.4260], [-0.8461, 1.8881, -0.5636], [-1.1488, -1.3179, 1.0104], [1.2454, -1.5056, 0.7636], [-0.2552, -0.8036, -3.1590], [2.0511, -1.2176, -1.0981], [1.4481, -0.1729, -0.8236]],
  "charge": 0,
  "gap_ev": 9.28,
  "lumo_ev": 0.589,
  "energy_ha": -372.81864,
  "e_above_lowest_kcal_mol": 51.3,
  "homo_ev": -8.69,
  "smiles": "Nc1nn[nH]c1O"
}

***

Record 2
{
  "formula": "C6H17N2",
  "method": "ωB97M-V/def2-TZVPD",
  "species": ["C", "C", "N", "C", "C", "N", "C", "C", "H", "H", "H", "H", "H", "H", "H", "H", "H", "H", "H", "H", "H", "H", "H", "H", "H"],
  "positions_angstrom": [[-1.9521, 3.2954, -0.2067], [-0.7754, 2.3730, 0.0926], [-1.0073, 0.8899, 0.0292], [0.0125, 0.2225, -0.8378], [0.7448, -0.7712, 0.0973], [2.2335, -0.7032, -0.1619], [0.1585, -2.1590, -0.1081], [0.3888, -3.1278, 1.1036], [-1.8005, 4.1909, 0.3876], [-2.8749, 2.8222, 0.1387], [-2.1213, 3.5831, -1.2431], [-0.5843, 2.5386, 1.1598], [0.1319, 2.7216, -0.3854], [-1.8393, 0.8310, -0.5196], [-0.5417, -0.2457, -1.6417], [0.7195, 0.8449, -1.4005], [0.5574, -0.5410, 1.1326], [2.4160, -0.9751, -1.0895], [2.6241, 0.2290, -0.0078], [2.7127, -1.3288, 0.4908], [0.3895, -2.6950, -1.0324], [-0.9208, -2.0479, -0.1759], [1.2189, -3.7933, 0.8806], [-0.5460, -3.6267, 1.3217], [0.6553, -2.5273, 1.9759]],
  "forces_ev_per_a": [[-0.3099, -0.5411, -0.0111], [-0.0076, 0.2141, 2.1338], [1.1051, 1.2762, -2.0993], [-0.3744, 0.0452, 1.0484], [-1.1036, -0.3173, -1.7506], [-0.2377, 0.0255, 2.0522], [-0.1517, -1.3877, 1.0761], [0.3989, 1.1830, -0.7852], [-0.1437, 0.2054, -0.0970], [-0.0068, 0.1061, 0.1201], [0.2952, -0.1478, -0.1220], [0.1611, 0.1732, -0.0675], [0.1825, -0.2807, -0.5716], [-0.8951, -0.3067, -0.0876], [0.1670, -0.8148, -0.0249], [-0.0470, 0.5985, 0.5183], [0.2344, 0.6350, 0.2433], [0.5025, -0.5595, -1.5962], [-0.2130, 0.0621, -0.0608], [0.1343, -0.1255, -0.2269], [0.4577, 0.4751, -0.1958], [-0.0695, 0.5314, 0.0191], [-0.2061, -0.3878, 0.2515], [0.1762, -0.4915, 0.0681], [-0.0490, -0.1705, 0.1655]],
  "charge": 1,
  "gap_ev": 9.51,
  "lumo_ev": -3.532,
  "energy_ha": -348.03712,
  "e_above_lowest_kcal_mol": 33.7,
  "homo_ev": -13.05,
  "smiles": "CCNC[C@H]([NH3+])CC"
}

***

Record 3
{
  "formula": "C7H42N14O14",
  "method": "ωB97M-V/def2-TZVPD",
  "species": ["O", "H", "H", "O", "H", "H", "O", "H", "H", "O", "H", "H", "O", "H", "H", "O", "H", "H", "O", "H", "H", "C", "O", "N", "N", "H", "H", "H", "H", "C", "O", "N", "N", "H", "H", "H", "H", "C", "O", "N", "N", "H", "H", "H", "H", "C", "O", "N", "N", "H", "H", "H", "H", "C", "O", "N", "N", "H", "H", "H", "H", "C", "O", "N", "N", "H", "H", "H", "H", "C", "O", "N", "N", "H", "H", "H", "H"],
  "positions_angstrom": [[-4.8179, 0.7688, -0.2589], [-4.1711, 0.0568, -0.3587], [-4.5665, 1.4199, -0.9222], [1.5378, -3.0974, 0.7921], [0.9721, -2.8326, 0.0492], [1.3137, -4.0206, 0.9493], [0.5310, 2.0072, 1.7412], [1.3073, 1.4313, 1.8729], [0.3973, 2.4349, 2.6003], [-2.7363, -3.6576, -1.8861], [-2.1575, -4.3522, -1.5647], [-2.3442, -2.8278, -1.5465], [-4.5159, -3.0213, 0.3431], [-4.2890, -2.5435, -0.4626], [-5.4770, -2.9953, 0.3833], [1.9486, -0.1897, 2.4217], [1.0434, -0.5291, 2.3813], [2.4824, -0.9366, 2.7107], [1.8925, -1.2172, -3.7838], [2.7658, -1.5944, -3.6384], [1.2822, -1.9528, -3.6341], [-1.4518, 0.1473, 4.3772], [-0.9024, 1.1646, 4.8094], [-1.8711, -0.8680, 5.1990], [-1.6279, -0.0521, 3.0524], [-2.4828, -1.5028, 4.7176], [-1.6303, -0.9408, 6.1655], [-1.1798, 0.6492, 2.4842], [-2.3832, -0.6910, 2.8729], [-3.2988, 3.3229, 2.0398], [-2.1157, 3.0056, 2.2495], [-4.2905, 3.0784, 2.9052], [-3.6337, 4.0845, 0.9618], [-5.1896, 3.4596, 2.6776], [-4.1385, 2.5463, 3.7415], [-2.8487, 4.2997, 0.3713], [-4.6004, 4.1836, 0.7170], [3.0438, 2.1737, -1.1140], [2.8007, 1.6415, -0.0186], [3.7089, 1.5320, -2.1069], [2.5977, 3.4231, -1.4428], [4.1661, 0.6571, -1.8813], [3.8868, 2.1163, -2.9009], [2.0493, 3.8337, -0.6999], [2.5210, 3.6277, -2.4205], [1.4405, -4.2724, -2.8638], [0.7748, -3.4212, -2.2531], [0.8832, -5.2314, -3.6470], [2.7671, -4.4049, -2.6781], [1.6136, -5.6053, -4.2302], [-0.0841, -5.2680, -3.9052], [3.2944, -3.8059, -2.0545], [3.3125, -5.1771, -3.0219], [-0.5537, 4.6767, -0.8127], [-0.6611, 5.6862, -1.5103], [0.3076, 4.6158, 0.2270], [-1.2631, 3.5398, -0.9898], [0.5458, 5.5496, 0.5304], [0.4483, 3.8603, 0.8855], [-1.1044, 2.8503, -0.2793], [-1.6177, 3.4012, -1.9206], [4.3735, -1.5613, -0.5451], [5.2710, -0.9890, -1.1791], [3.7164, -0.9938, 0.4895], [4.1013, -2.8713, -0.6417], [3.8189, -0.0128, 0.6996], [2.8668, -1.5209, 0.6603], [4.6979, -3.3606, -1.2880], [3.5895, -3.3758, 0.0614], [-1.0733, -0.3853, -0.7074], [-1.9435, -1.1566, -1.1213], [0.1987, -0.2726, -1.1778], [-1.3921, 0.6273, 0.1521], [0.8928, 0.2998, -0.7233], [0.2706, -0.8091, -2.0352], [-2.3140, 0.8343, 0.4992], [-0.7057, 1.3111, 0.4338]],
  "forces_ev_per_a": [[0.1974, -0.0066, 0.1041], [-0.0749, -0.0476, -0.1325], [0.0097, -0.0630, -0.0237], [-0.1709, -0.0533, 0.0607], [0.1136, -0.0624, -0.1780], [-0.0890, 0.0588, 0.0420], [0.1748, 0.2201, 0.4049], [0.1083, 0.3562, -0.2495], [-0.3647, -0.2117, -0.0021], [0.0789, 0.1619, -0.0937], [-0.0129, 0.0001, 0.0813], [0.0824, -0.2228, -0.3017], [-0.2150, 0.2390, 0.2925], [0.1431, -0.3049, -0.0980], [0.0289, 0.0192, -0.0043], [-0.3871, -0.2263, 0.1830], [0.0504, -0.0743, 0.1563], [0.0429, 0.0781, 0.0364], [-0.0947, 0.0496, -0.1887], [-0.0080, 0.0474, 0.0606], [0.1071, 0.0384, 0.1316], [1.4271, 1.8185, 1.7019], [-0.0164, -0.8569, -0.1443], [-0.5786, -0.0350, -1.3924], [-0.0633, -0.7807, 0.9903], [0.0786, -0.6573, 0.8258], [-0.1617, 0.2337, 0.0725], [-0.7902, 0.0554, -0.5005], [0.2301, 0.2047, -1.3721], [2.0173, 0.5361, 0.2535], [-0.8726, -0.1759, -0.4479], [-0.8308, -0.1475, 0.0535], [-0.0420, -0.3797, 0.5369], [-0.1963, -0.2314, 0.4362], [0.0909, 0.0174, -0.0631], [-0.3921, 0.0774, -0.5190], [0.1499, 0.2479, -0.4565], [-0.3949, -0.6628, 0.1338], [0.2237, 0.5629, -0.4114], [-0.4987, 0.5004, 0.5216], [0.5942, -0.8557, 0.7442], [0.3351, 0.0861, -0.3456], [0.6161, -0.6211, -0.3494], [-0.3480, 0.4645, -0.6339], [-0.3708, 0.5633, 0.1229], [-1.7244, 0.4178, 1.7654], [0.4092, -0.2934, -0.5469], [1.4128, -0.1491, -0.2852], [1.4953, -0.2040, -0.2631], [-0.8169, -0.6585, -0.5716], [-0.0395, 0.3701, -0.0435], [-1.0399, 0.3242, -0.1388], [-0.3948, -0.1468, -0.2397], [-0.0285, 0.8935, -0.6556], [-0.0299, -0.7407, 0.2772], [0.9340, 1.3492, 0.8876], [-0.1198, 0.4098, -0.1865], [0.2557, -0.2305, 0.1599], [-0.4443, -0.2600, -0.1873], [-0.3962, -0.5217, -0.5800], [-0.1350, -0.5299, 0.2279], [1.9555, 2.0751, 1.5537], [-0.9158, -0.4694, -0.4875], [-0.3409, -1.0430, -0.3853], [0.2880, -1.6103, -1.4530], [-0.5305, 0.0736, -0.3792], [-0.0474, 0.9353, 0.6441], [0.3917, -0.0374, 0.4824], [-0.0451, 0.1278, 0.0130], [-0.8078, 2.1185, 0.0921], [0.4634, -0.1263, 0.1146], [-1.2618, -1.6132, -0.3022], [-0.0280, 0.2502, 0.4299], [0.2964, 0.0118, -0.4043], [1.2041, 0.2710, 0.3098], [-0.1477, -0.5496, -0.1296], [0.2615, -0.4046, 0.2441]],
  "charge": 0,
  "gap_ev": 9.54,
  "lumo_ev": 0.031,
  "energy_ha": -2112.15543,
  "homo_ev": -9.51
}